{
  "formula": "C13H26N3RuS4Se",
  "method": "the ωB97M-V functional and the def2-TZVPD basis",
  "elements": ["H", "C", "H", "H", "H", "H", "S", "H", "C", "H", "H", "N", "H", "C", "H", "H", "H", "H", "H", "C", "H", "H", "H", "C", "C", "Se", "C", "H", "H", "S", "N", "N", "S", "H", "H", "C", "H", "C", "H", "S", "C", "C", "H", "H", "C", "C", "Ru", "H"],
  "coordinates": [[-0.4394, 4.2743, -1.0302], [-2.0904, 1.9175, 1.9820], [2.3518, -3.2899, 1.9638], [-2.3632, -0.6859, -1.6923], [-3.9700, 1.0542, 1.4143], [0.7632, 3.2968, 0.7976], [2.1922, 0.3010, -1.4874], [0.9712, -2.9252, -3.0424], [-2.8214, 0.2124, -1.2609], [-3.3203, 2.1507, 0.2073], [3.7444, 0.7238, 1.1189], [-1.7846, -3.7787, 3.2248], [-1.9942, 3.6415, -0.4949], [-3.0477, 1.3645, 0.9103], [-2.9883, 2.3124, -1.8943], [2.2383, -2.8797, -1.8105], [-0.6458, 4.1476, 1.4701], [0.9151, -0.5178, -3.2701], [0.0612, -3.3032, 1.2158], [3.7290, -0.3837, -0.7407], [1.0204, -4.2832, 0.1109], [4.5554, 0.2281, -1.1093], [4.5376, -0.8542, 1.2030], [0.8550, -3.2639, 0.4671], [-1.3810, -2.7077, 3.1119], [-0.7243, -1.0435, 2.9688], [1.7511, -0.9689, -2.7320], [2.9903, -2.8634, 0.3732], [-2.3197, 1.2220, -3.0978], [-0.6406, 1.9705, -1.5947], [-2.4531, 0.2486, 0.1587], [-0.6915, 2.0237, 1.5379], [0.0708, -2.3525, -0.9177], [3.8640, -1.4013, -1.1019], [-0.0985, 1.9422, 2.3697], [-0.3287, 3.2807, 0.8704], [-2.4700, 2.8915, 2.3129], [2.1515, -2.7276, 1.0509], [-2.1191, 1.2394, 2.8424], [2.1691, -0.9523, 1.5574], [-2.3434, 1.4455, -2.0311], [1.3814, -2.3455, -2.2135], [-2.7484, -0.6340, 0.5839], [-3.9100, 0.1368, -1.3883], [-0.9250, 3.4397, -0.5233], [3.6958, -0.3105, 0.7727], [0.0138, 0.0542, 0.2569], [2.5952, -1.0492, -3.4213]],
  "atomic_forces_ev_per_a": [[-0.1, 0.0, 0.1], [-0.7, -0.4, 0.1], [0.1, 0.0, -0.1], [-0.2, 0.2, 0.1], [0.1, 0.0, -0.1], [-0.1, 0.1, 0.0], [-0.6, -0.3, 0.9], [0.1, -0.1, 0.1], [0.0, 0.0, -0.3], [0.0, -0.1, 0.0], [0.0, -0.1, 0.0], [-0.2, -0.7, -0.1], [0.0, 0.0, 0.0], [0.3, 0.4, 0.4], [0.0, 0.0, 0.0], [0.0, 0.0, 0.0], [0.1, -0.2, -0.1], [0.1, 0.0, 0.0], [0.1, -0.1, -0.1], [-0.3, 0.2, -0.1], [0.0, 0.0, 0.1], [-0.1, -0.1, -0.1], [0.0, 0.0, 0.0], [-0.2, 0.1, -0.2], [-0.1, 0.1, -0.2], [0.3, 0.7, -0.2], [-0.1, 0.3, 0.3], [0.1, -0.1, 0.0], [-0.1, 0.0, 0.0], [-0.3, -1.1, 0.9], [0.9, -0.9, 0.4], [1.2, -1.2, -0.2], [0.4, 1.5, 0.9], [0.0, 0.0, 0.0], [-0.3, 0.2, -0.3], [0.2, 0.3, -0.2], [0.1, 0.0, 0.0], [0.0, 0.3, 0.1], [0.1, 0.3, -0.2], [-0.8, 0.1, -0.2], [0.2, 0.0, 0.0], [-0.3, 0.1, 0.3], [0.1, 0.3, -0.1], [0.1, 0.0, 0.0], [0.1, -0.2, 0.1], [-0.5, -0.1, -0.1], [0.1, 0.7, -1.7], [-0.1, 0.1, 0.0]],
  "homo_ev": [-14.289, -14.421],
  "charge": 2,
  "e_above_lowest_kcal_mol": 62.8,
  "spin_multiplicity": 2,
  "e_tot_ev": -129626.093,
  "homo_lumo_gap_ev": [6.26, 6.04],
  "e_lumo_ev": [-8.03, -8.38]
}